ORCA calculation (ωB97M-V/def2-TZVPD) on 3 unconnected molecules or ions with the total composition C36H51N4O4 at a distorted geometry.

## Properties
- total charge = +1
- multiplicity = 3
- LUMO level (alpha / beta) (eV) = -5.7 / -5.7
- orbital gap (alpha / beta) (eV) = 4.758 / 5.357
- energy (Ha) = -1920.99670

Geometry as XYZ:
```
95
Properties=species:S:1:pos:R:3:forces:R:3:lowdin_spin:R:1
C -2.64438 2.79196 0.27772 2.34 -4.52 -8.17 0.00
C -2.26637 2.30184 -0.99503 -2.66 3.09 7.84 0.00
C -1.86618 1.91090 -2.54022 -0.10 1.12 0.89 0.00
C -2.63951 0.58036 -3.12963 0.67 -0.08 -0.64 0.00
C -2.70096 -0.67907 -2.07585 0.13 -0.73 -0.83 0.00
C -3.80112 -1.76724 -2.69658 -1.92 -1.29 -0.37 0.00
C -3.32197 -3.25348 -3.29351 -1.97 1.07 0.19 0.00
C -1.75863 -3.74667 -3.26417 4.36 -1.50 0.31 0.00
C -0.83359 -3.85882 -1.87379 0.76 -0.63 -4.16 0.00
C 0.70687 -4.33657 -2.09546 -1.51 0.45 -0.92 0.00
N 1.46066 -4.70135 -3.32837 -5.75 1.38 -0.36 0.00
C 0.68388 -4.67193 -4.59998 -2.16 1.33 3.71 0.00
C -0.87553 -4.21237 -4.59296 0.21 0.10 1.49 0.00
N -4.36680 -4.20052 -3.86975 -1.73 4.34 1.73 0.00
C -5.86938 -3.87331 -3.91198 1.24 2.94 1.56 0.00
C -6.46153 -2.43093 -3.30762 1.09 -0.30 -0.07 0.00
C -8.11282 -2.17081 -3.34374 -6.38 0.33 4.43 0.00
C -9.43633 -2.01724 -2.84437 9.08 -1.34 -3.41 0.00
C -5.40472 -1.29261 -2.68724 1.47 -4.07 -1.25 0.00
C -5.92815 0.15779 -2.09674 -4.94 4.43 -1.46 0.00
O -6.97957 0.80702 -2.66876 7.50 -5.03 3.54 0.00
O -5.29096 0.88680 -0.96173 -1.32 -3.64 -2.55 0.00
H -2.99134 2.79597 1.42001 1.03 0.16 -3.20 0.00
H -2.15132 2.83460 -3.23619 0.61 -2.02 1.63 0.00
H -0.68062 1.81641 -2.55967 -2.67 -0.04 0.03 0.00
H -3.69157 0.85335 -3.61324 2.18 -0.50 1.44 0.00
H -1.97619 0.20491 -4.04840 -1.45 0.82 1.97 0.00
H -1.61029 -1.15392 -2.01839 -2.54 0.80 -0.23 0.00
H -2.98974 -0.39256 -0.97840 0.36 -0.38 -2.27 0.00
H -1.30387 -3.60064 -0.81010 1.35 -0.68 -2.59 0.00
H 1.35045 -4.38187 -1.08828 -1.52 0.04 -2.63 0.00
H 1.24949 -4.95856 -5.61163 -1.50 0.73 2.59 0.00
H -1.43927 -4.20988 -5.64008 1.36 0.08 2.47 0.00
H -4.02137 -5.11391 -4.23964 -0.51 1.02 0.44 0.00
H -6.65718 -4.64775 -4.36285 2.25 1.77 1.08 0.00
H -10.58332 -1.95258 -2.55998 3.03 -0.08 -0.98 0.00
H -4.95090 0.24484 -0.27117 -0.39 0.82 -1.20 0.00
C -1.03945 3.49571 7.31671 -0.10 0.23 0.29 0.00
C -1.77578 3.39362 5.94750 1.44 -1.05 0.76 0.02
C -0.98471 4.16555 4.85753 -0.24 0.16 -0.15 0.01
C -1.10299 5.68103 4.96580 0.11 0.14 0.15 0.00
C -2.56266 6.11595 5.03211 0.10 -0.47 -0.24 0.01
C -3.36282 5.38367 6.14183 -0.63 1.68 1.04 0.02
N -3.18415 3.89371 6.10133 -1.43 -0.75 -4.88 0.31
O -3.93275 3.40386 5.01616 1.71 1.05 3.15 0.61
C -2.93177 5.93373 7.52718 0.23 -0.07 0.12 0.00
C -4.86277 5.80891 6.02829 0.13 -0.62 -0.40 0.00
C -1.70515 1.87179 5.59465 -0.71 0.24 -0.26 0.00
H -0.40048 2.62913 7.50847 -0.10 0.06 -0.29 0.00
H -0.38886 4.37072 7.38022 -0.15 0.01 0.03 0.00
H -1.74472 3.52906 8.15559 0.08 0.06 -0.24 0.00
H -1.33755 3.86890 3.85970 -0.13 -0.10 0.21 0.00
H 0.07726 3.88752 4.89530 -0.26 -0.16 0.18 0.00
H -0.55920 6.04928 5.84536 -0.07 -0.09 -0.08 0.00
H -0.61956 6.15016 4.09894 -0.07 -0.09 0.16 0.00
H -2.60690 7.19950 5.18151 -0.19 -0.15 0.20 0.00
H -3.02171 5.92691 4.05193 -0.10 -0.12 0.21 0.00
H -3.42027 5.38307 8.33965 0.08 0.03 -0.19 0.00
H -3.21720 6.98744 7.63490 -0.08 -0.25 -0.24 0.00
H -1.85526 5.90799 7.69452 -0.07 -0.13 -0.02 0.00
H -5.28826 5.59854 5.04086 0.18 -0.16 0.21 0.00
H -4.97848 6.88877 6.18643 0.36 -0.25 0.07 0.00
H -5.47400 5.30026 6.78092 0.13 -0.01 -0.10 0.00
H -2.25315 1.26796 6.33110 0.07 0.21 -0.16 0.00
H -0.66436 1.52092 5.58773 -0.17 0.40 0.16 0.00
H -2.10749 1.64918 4.59931 -0.11 0.17 0.26 0.00
C 7.78912 -3.79696 -3.69416 -0.24 -0.30 0.06 0.00
C 7.43381 -2.30483 -3.42093 1.62 -0.82 -0.81 0.02
C 8.05432 -1.84675 -2.07377 -0.25 0.21 0.13 0.01
C 7.33233 -2.38820 -0.84579 0.03 -0.22 0.08 0.00
C 5.83657 -2.10185 -0.91578 0.29 0.35 -0.27 0.01
C 5.18848 -2.58712 -2.23958 -1.30 -1.21 0.83 0.02
N 5.94156 -2.13401 -3.45660 -0.12 4.96 0.96 0.30
O 5.67205 -0.76590 -3.63992 0.43 -3.72 0.09 0.62
C 5.09045 -4.13553 -2.22049 0.22 -0.16 -0.08 0.00
C 3.69533 -2.12469 -2.25432 0.45 0.56 -0.39 0.00
C 8.16308 -1.52847 -4.56588 -0.70 0.44 0.12 0.00
H 8.66620 -3.90203 -4.33891 -0.06 0.28 0.15 0.00
H 8.01832 -4.34897 -2.77999 -0.13 0.01 -0.04 0.00
H 6.97868 -4.31815 -4.21741 0.09 0.16 0.16 0.00
H 8.04779 -0.74925 -2.01379 -0.12 -0.14 -0.22 0.00
H 9.11074 -2.14371 -2.02567 -0.22 -0.03 -0.28 0.00
H 7.50546 -3.46699 -0.74003 -0.02 0.11 -0.05 0.00
H 7.75164 -1.92926 0.05908 -0.07 -0.08 -0.17 0.00
H 5.34259 -2.56625 -0.05631 -0.16 -0.08 -0.24 0.00
H 5.68890 -1.01919 -0.80072 -0.08 -0.12 -0.23 0.00
H 4.70916 -4.51845 -3.17440 0.08 0.12 0.14 0.00
H 4.39947 -4.47337 -1.43832 0.05 0.29 -0.12 0.00
H 6.03573 -4.63297 -2.00475 -0.01 0.10 -0.12 0.00
H 3.58761 -1.03989 -2.14504 0.21 -0.18 -0.16 0.00
H 3.13685 -2.57195 -1.42213 0.40 -0.11 -0.10 0.00
H 3.19887 -2.42722 -3.18211 0.14 0.03 0.07 0.00
H 7.76396 -1.80718 -5.55091 0.02 0.04 0.27 0.00
H 9.23773 -1.75544 -4.56798 -0.35 -0.21 0.23 0.00
H 8.08251 -0.44043 -4.45723 -0.21 -0.28 0.01 0.00
```
Positions in Å, forces in eV/Å.